Below is C40H48N7OPd as an isolated structure, with properties calculated with ωB97M-V/def2-TZVPD.

```
97
C40H48N7OPd | the OMol25 dataset | ωB97M-V/def2-TZVPD
Pd -0.13255 -0.04090 -0.14015
C -2.84896 5.34892 -1.98328
C -3.52840 4.34662 -1.04365
C -2.53100 3.47698 -0.36107
C -1.77183 3.78093 0.75766
C -1.73492 5.05811 1.53015
C -0.45357 5.84594 1.23664
C -0.99102 2.61826 1.03934
N -1.20673 1.66620 0.08268
C -2.17626 2.14092 -0.74769
C -2.83273 1.40505 -1.75985
C -2.70591 0.05924 -2.01282
C -3.42358 -0.68775 -3.04735
C -4.56783 -0.13712 -3.82574
C -5.83753 -0.09552 -2.96784
C -2.87069 -1.92939 -3.08861
C -1.80548 -1.94155 -2.08703
C -0.85528 -2.92454 -1.94693
C 0.22672 -2.93573 -1.04241
N 0.55762 -1.95488 -0.15884
C 1.51683 -2.47356 0.66914
C 1.92876 -1.86917 1.87455
C 1.43591 -0.69924 2.40486
N 0.46877 0.09779 1.85057
C 0.46914 1.27655 2.54578
C -0.21038 2.42217 2.19650
C 1.38459 1.17519 3.67260
C 1.96413 -0.05307 3.59676
C 3.00231 -0.63641 4.49320
C 4.41713 -0.22999 4.06537
C 1.62688 2.22276 4.70472
C 0.76743 1.97405 5.94371
C 1.89103 -3.78173 0.23620
C 1.06812 -4.07921 -0.83523
C 1.03318 -5.32021 -1.65222
C 1.81394 -5.12641 -2.95478
C 2.90719 -4.66375 0.88120
C 4.34859 -4.27587 0.54369
N -1.82754 -0.77418 -1.39208
C -3.22043 -3.09900 -3.94347
C -3.98664 -4.16151 -3.14963
H -3.60343 5.91038 -2.52907
H -2.21674 4.82578 -2.69852
H -2.23591 6.05211 -1.42473
H -4.21671 3.73517 -1.62606
H -4.11909 4.88763 -0.30071
H -1.79904 4.85230 2.60234
H -2.59313 5.67439 1.25811
H 0.43295 5.27499 1.50517
H -0.45074 6.77806 1.79484
H -0.39838 6.08301 0.17772
H -3.53323 1.95390 -2.36887
H -4.75142 -0.76028 -4.70276
H -4.32551 0.86965 -4.17480
H -6.13280 -1.10446 -2.69183
H -6.65803 0.36000 -3.51570
H -5.66811 0.47576 -2.05810
H -0.95303 -3.79378 -2.57672
H 2.67583 -2.40099 2.44387
H -0.16352 3.25702 2.87750
H 2.93400 -1.72577 4.49163
H 2.82125 -0.29928 5.51493
H 4.58472 -0.46630 3.01731
H 5.14612 -0.76298 4.66923
H 4.57613 0.83637 4.20262
H 1.41329 3.21703 4.31163
H 2.67984 2.19764 4.98735
H -0.28752 1.97523 5.68759
H 0.94628 2.75110 6.67877
H 1.01548 1.01341 6.38352
H -0.00126 -5.58367 -1.87758
H 1.46936 -6.14758 -1.09277
H 1.44145 -4.26432 -3.50384
H 1.72161 -6.00833 -3.58127
H 2.86680 -4.96614 -2.73908
H 2.75130 -5.69192 0.55206
H 2.77107 -4.64089 1.96507
H 4.50809 -4.30829 -0.53072
H 5.02588 -4.98732 1.00813
H 4.58732 -3.27657 0.90236
H -2.30920 -3.54378 -4.34984
H -3.83617 -2.77456 -4.78333
H -3.41425 -4.48104 -2.28174
H -4.18961 -5.02797 -3.77419
H -4.93732 -3.76104 -2.80784
O 2.45913 0.48846 -3.25265
C 1.44213 0.43255 -2.67307
N 0.36699 0.42046 -2.17242
N 4.34420 1.43314 -0.21277
C 3.73797 2.65107 -0.16920
C 2.40547 2.40212 -0.02226
N 2.19958 1.05531 0.00990
C 3.38280 0.49928 -0.10804
H 5.33235 1.27634 -0.33169
H 4.27858 3.57038 -0.25157
H 1.59661 3.09894 0.07229
H 3.57058 -0.55672 -0.11486
```

For the energy above the lowest of the compared OMol25 structures with the same formula, charge and spin, the calculation gives 1.899 eV. Its charge is +1. The maximum force comes out at 2.99 eV/A. Its HOMO energy (alpha / beta) is -9.776 / -9.758 eV. The total energy comes out at -2139.22004 Ha.

Need the Löwdin charges? In units of e they are: 1.21, -0.07, -0.18, -0.11, -0.12, -0.18, -0.07, -0.21, 0.02, -0.19, 0.10, -0.21, -0.11, -0.18, -0.07, -0.11, -0.21, 0.10, -0.19, 0.02, -0.21, 0.08, -0.22, 0.02, -0.22, 0.09, -0.12, -0.12, -0.18, -0.07, -0.18, -0.07, -0.12, -0.12, -0.18, -0.07, -0.18, -0.07, 0.09, -0.18, -0.07, 0.08, 0.08, 0.06, 0.10, 0.12, 0.12, 0.11, 0.06, 0.08, 0.07, 0.11, 0.11, 0.11, 0.08, 0.08, 0.07, 0.11, 0.12, 0.12, 0.11, 0.11, 0.07, 0.08, 0.07, 0.11, 0.11, 0.08, 0.08, 0.07, 0.11, 0.11, 0.08, 0.08, 0.07, 0.11, 0.12, 0.07, 0.08, 0.06, 0.11, 0.11, 0.07, 0.08, 0.08, 0.12, -0.50, 0.08, 0.08, -0.08, -0.13, 0.01, -0.19, 0.16, 0.11, 0.09, 0.12



Below is C39H60Br2N4P2SSiTi as an isolated structure, with properties calculated with ωB97M-V/def2-TZVPD.

```
110
C39H60Br2N4P2SSiTi | the OMol25 dataset | ωB97M-V/def2-TZVPD
Ti -0.47200 0.53286 -0.04619
C 1.83369 -4.90847 -1.63130
C 0.78760 -4.27721 -0.71520
C 0.19796 -5.34496 0.20406
P 1.47958 -2.67682 0.04564
C 3.15399 -3.24564 0.74318
C 3.27316 -4.30916 1.83490
C 3.95004 -2.00997 1.16582
C 0.20767 -2.62082 1.37841
C 0.30119 -3.12023 2.66584
C -0.79618 -3.15462 3.51306
C -0.66211 -3.70858 4.90114
C -2.02067 -2.70924 3.03114
C -2.12544 -2.16936 1.76241
C -1.00743 -2.05395 0.93404
N -0.96812 -1.31957 -0.26285
C -1.79422 -1.55726 -1.32978
C -2.94641 -2.35933 -1.30194
C -3.86013 -2.31555 -2.33723
C -3.65206 -1.51861 -3.45715
C -4.70021 -1.38615 -4.52233
C -2.41024 -0.90765 -3.59136
C -1.46890 -0.93409 -2.57316
P 0.33585 -0.65257 -2.83595
C 0.55163 -1.88096 -4.28438
C 2.04028 -2.21606 -4.41544
C -0.21884 -3.19379 -4.15163
C 0.40944 0.94971 -3.86591
C 1.59713 1.01266 -4.82360
C 0.49106 2.17725 -2.95472
H 1.37289 -5.63069 -2.30728
H 2.34078 -4.15050 -2.22654
H 2.58022 -5.43463 -1.03921
H -0.03991 -3.88869 -1.32752
H 0.97161 -5.84876 0.77688
H -0.52666 -4.92957 0.89920
H -0.30636 -6.10013 -0.40068
H 3.63006 -3.64443 -0.16329
H 3.16959 -3.85610 2.81719
H 2.54583 -5.10780 1.73473
H 4.26806 -4.75507 1.79600
H 3.39276 -1.44623 1.90986
H 4.91183 -2.30665 1.58642
H 4.13912 -1.36064 0.31519
H 1.24907 -3.47183 3.03143
H 0.37440 -3.95062 5.13000
H -1.02106 -2.98748 5.63394
H -1.25562 -4.61743 5.00687
H -2.89942 -2.74806 3.66352
H -3.08818 -1.81243 1.42714
H -3.13527 -2.99686 -0.45001
H -4.77071 -2.89329 -2.25786
H -5.64199 -1.80927 -4.18172
H -4.86437 -0.33824 -4.77165
H -4.40451 -1.90562 -5.43432
H -2.17538 -0.40815 -4.52211
H 0.19206 -1.37502 -5.18716
H 2.46036 -2.39537 -3.42795
H 2.17136 -3.11317 -5.01878
H 2.61485 -1.41865 -4.87321
H 0.25021 -3.82963 -3.41066
H -1.26171 -3.05415 -3.88297
H -0.19341 -3.71826 -5.10716
H -0.51412 0.98954 -4.45809
H 2.52997 0.85728 -4.28421
H 1.63436 2.00481 -5.27628
H 1.51776 0.28667 -5.62677
H -0.05808 2.01690 -2.01739
H 1.52729 2.40223 -2.70509
H 0.07419 3.05109 -3.45398
Br 0.14666 2.86593 0.71390
C 3.64599 1.77285 0.24642
Br 2.43137 0.66016 -0.63637
H 3.89145 1.46332 1.24949
H 3.50120 2.82464 0.06752
C 3.26788 0.30206 4.30739
N 1.96626 0.84436 4.54299
C 1.53849 1.51276 5.65364
C 0.24729 1.84830 5.46298
N -0.13865 1.38865 4.21261
C 0.94019 0.75689 3.64914
S 1.11737 0.01530 2.17834
C -1.41251 1.54438 3.67672
C -2.27985 2.47928 4.25826
C -3.59157 2.51805 3.84748
C -4.00245 1.62885 2.85549
C -3.04696 0.82423 2.27120
N -1.76910 0.76870 2.64031
H 3.93318 0.59422 5.11535
H 3.65032 0.67512 3.35597
H 3.21952 -0.78705 4.24866
H 2.18391 1.70214 6.48446
H -0.43066 2.32594 6.13574
H -1.92149 3.17471 4.99989
H -4.28179 3.23189 4.27012
H -5.03050 1.60046 2.53222
H -3.31118 0.18181 1.44630
C -3.12399 3.38792 -0.03866
Si -2.76166 1.70953 -0.94847
C -4.44369 0.74680 -0.75830
C -2.90936 2.27372 -2.80936
H -4.14379 3.71398 -0.23676
H -2.45179 4.16769 -0.38685
H -3.00187 3.32510 1.03889
H -5.07493 0.96535 -1.61508
H -4.99435 1.04795 0.12710
H -4.32330 -0.33151 -0.73138
H -3.15438 3.33093 -2.85609
H -3.71135 1.72841 -3.29640
H -2.02301 2.12481 -3.40852
```

For the energy above the lowest of the compared OMol25 structures with the same formula, charge and spin, the calculation gives 3.771 eV. The multiplicity is 3. Its charge is 0. The maximum force comes out at 1.58 eV/A. Its HOMO energy (alpha / beta) is -6.721 / -6.891 eV. The total energy comes out at -9108.95023 Ha.

Atomic partial charges in e from the Löwdin method, atoms 1 to 99: 0.32, -0.14, -0.52, -0.10, 1.08, -0.53, -0.12, -0.17, -0.40, -0.08, -0.27, -0.05, -0.03, -0.05, -0.36, -0.18, -0.36, -0.03, -0.05, -0.29, -0.04, -0.08, -0.35, 1.06, -0.51, -0.13, -0.09, -0.54, -0.13, -0.20, 0.08, 0.05, 0.07, 0.08, 0.06, 0.06, 0.08, 0.09, 0.06, 0.05, 0.08, 0.01, 0.08, 0.03, 0.08, 0.07, 0.08, 0.08, 0.12, 0.10, 0.11, 0.12, 0.07, 0.08, 0.08, 0.12, 0.10, 0.05, 0.08, 0.05, 0.04, 0.06, 0.09, 0.09, 0.07, 0.08, 0.06, -0.05, 0.05, 0.09, 0.11, -0.39, 0.64, -0.03, -0.01, -0.04, -0.13, -0.04, -0.03, 0.03, -0.61, 0.72, -0.26, 0.00, -0.05, -0.05, -0.17, 0.12, 0.10, 0.07, 0.09, 0.12, 0.11, 0.10, 0.11, 0.11, 0.06, -0.28, 0.54



Below is C47H58AsN5O2PRbSi2 as an isolated structure, with properties calculated with ωB97M-V/def2-TZVPD.

```
117
C47H58AsN5O2PRbSi2 | the OMol25 dataset | ωB97M-V/def2-TZVPD
Rb -0.73921 -0.00584 0.07429
O -1.22169 1.64410 1.93554
N -2.15019 2.46499 1.84259
N -2.70186 2.52754 0.67695
O -2.36213 1.81159 -0.35641
C -3.70014 3.54675 0.51094
C -4.02868 3.91016 -0.78404
C -4.99170 4.89031 -0.99984
C -5.63265 5.49925 0.06709
C -5.30043 5.11835 1.36155
C -4.33980 4.14479 1.59050
H -3.51917 3.40865 -1.59557
H -5.24040 5.17537 -2.01529
H -6.38801 6.25615 -0.10506
H -5.80017 5.57980 2.20536
H -4.07084 3.84342 2.59336
C 3.13038 0.02892 -3.63923
Si 2.01229 -1.09870 -2.49279
C 1.06239 -2.03159 -3.95014
C 3.31827 -2.48333 -2.06520
C 4.13618 -3.04766 -3.05933
C 5.07587 -4.03478 -2.78234
C 5.22455 -4.48646 -1.47308
C 4.42602 -3.94668 -0.47087
C 3.46493 -2.95252 -0.72519
Si 2.29012 -2.31776 0.69570
C 1.40430 -4.03447 1.07016
C 3.55319 -2.30885 2.19339
H 3.54601 -0.48900 -4.52727
H 3.97651 0.41819 -3.05607
H 2.56006 0.89733 -3.99527
H 1.66911 -2.17471 -4.86874
H 0.14621 -1.49743 -4.23856
H 0.75469 -3.02692 -3.60147
H 4.03317 -2.70224 -4.08822
H 5.68774 -4.45222 -3.57869
H 5.95616 -5.25674 -1.23903
H 4.55242 -4.31513 0.54706
H 1.98768 -4.69916 1.73813
H 1.24659 -4.57376 0.12672
H 0.41539 -3.88903 1.52686
H 4.14916 -3.23534 2.33342
H 3.01083 -2.12389 3.13014
H 4.25604 -1.47627 2.06240
C 0.11323 -2.62705 4.09073
C -0.49420 -2.76396 5.48271
As -0.03144 -4.50233 6.26696
C -1.36946 -4.54552 7.70245
C -1.70054 -5.77504 8.26542
C -2.63785 -5.86567 9.28598
C -3.25376 -4.71900 9.76781
C -2.92527 -3.48997 9.22466
C -1.98750 -3.40387 8.19631
C -1.04697 -5.60525 5.01342
C -0.37851 -6.57593 4.28124
C -1.06386 -7.36931 3.36517
C -2.42592 -7.19848 3.18643
C -3.10341 -6.23142 3.91665
C -2.41549 -5.43725 4.82534
P -0.41735 -1.15878 3.07997
C 0.04387 0.17273 4.25751
C 1.21610 0.85627 3.93293
C 1.70441 1.85893 4.76123
C 1.02243 2.19872 5.92259
C -0.14424 1.52354 6.25652
C -0.62436 0.51242 5.43198
C -2.24337 -1.33925 3.21540
C -3.13302 -0.28209 3.43723
C -4.50601 -0.46203 3.30628
C -5.02586 -1.69716 2.94763
C -4.15580 -2.75417 2.71260
C -2.78419 -2.57461 2.83669
H -0.09545 -3.50676 3.47884
H 1.20090 -2.56527 4.14456
H -1.58316 -2.67967 5.45252
H -0.11169 -1.98856 6.14739
H -1.22919 -6.67594 7.88841
H -2.89057 -6.83273 9.70396
H -3.98891 -4.78623 10.56077
H -3.40345 -2.58952 9.59197
H -1.74793 -2.43306 7.77861
H 0.69102 -6.69343 4.40297
H -0.52787 -8.10657 2.78175
H -2.95903 -7.80779 2.46694
H -4.16697 -6.08448 3.77012
H -2.95040 -4.67562 5.38276
H 1.73569 0.59833 3.01296
H 2.61216 2.38397 4.49080
H 1.39604 2.98846 6.56400
H -0.68283 1.78407 7.16085
H -1.53724 -0.00662 5.70324
H -2.74205 0.69546 3.68298
H -5.17133 0.37796 3.47153
H -6.09564 -1.83094 2.83419
H -4.54250 -3.72268 2.41744
H -2.12405 -3.40943 2.62568
C 1.75376 4.29969 -3.22571
N 0.50066 3.69624 -2.80400
C 0.32676 3.68960 -1.35856
C 0.09824 2.52292 -3.45437
N -0.24851 1.50557 -2.78007
N 0.16694 2.61017 -4.86027
C -0.02200 1.36658 -5.57949
C -0.51861 3.73288 -5.46792
H 2.60856 3.83872 -2.71306
H 1.74594 5.36766 -2.98923
H 1.89547 4.17273 -4.29695
H 0.33606 4.72238 -0.99861
H 1.12775 3.13053 -0.85912
H -0.61866 3.21505 -1.10226
H -0.62692 0.75240 -3.34466
H -1.07961 1.05858 -5.61649
H 0.55851 0.56872 -5.12078
H 0.32770 1.49656 -6.60555
H -0.41838 4.61561 -4.84017
H -1.59264 3.52752 -5.60440
H -0.08925 3.94482 -6.45023
```

For the energy above the lowest of the compared OMol25 structures with the same formula, charge and spin, the calculation gives 1.344 eV. Its charge is -2. The maximum force comes out at 2.69 eV/A. Its HOMO energy is 0.916 eV. The total energy comes out at -5430.05682 Ha.

Atomic partial charges in e from the Löwdin method, atoms 1 to 99: 0.57, -0.31, -0.07, -0.28, -0.35, -0.17, -0.01, -0.10, -0.13, -0.11, -0.03, 0.11, 0.09, 0.09, 0.09, 0.10, -0.32, 0.52, -0.32, -0.34, -0.14, -0.14, -0.14, -0.14, -0.34, 0.50, -0.30, -0.33, -0.01, 0.00, -0.03, -0.01, -0.04, -0.01, 0.07, 0.07, 0.07, 0.07, 0.00, 0.00, -0.04, -0.01, -0.04, -0.01, -0.41, -0.45, 1.30, -0.42, -0.13, -0.10, -0.11, -0.10, -0.11, -0.42, -0.12, -0.09, -0.10, -0.10, -0.12, 1.01, -0.37, -0.09, -0.08, -0.11, -0.10, -0.11, -0.37, -0.10, -0.09, -0.11, -0.10, -0.11, 0.03, 0.06, 0.06, 0.05, 0.10, 0.09, 0.09, 0.10, 0.09, 0.09, 0.10, 0.10, 0.10, 0.10, 0.10, 0.10, 0.09, 0.09, 0.10, 0.08, 0.10, 0.09, 0.09, 0.10, -0.08, -0.18, -0.07